C6H10O | ωB97M-V/def2-TZVPD

ORCA input file:
```
! RIJCOSX wB97M-V def2-TZVPD def2/J DEFGRID3
* xyz 0 1
C 2.36 1.35 -0.39
C 1.38 0.23 -0.38
C 0.32 0.23 0.44
C -0.93 -0.63 0.38
C -2.05 0.13 0.21
O -3.19 -0.24 0.92
C 1.87 -1.06 -1.12
H 1.94 2.24 0.08
H 3.31 0.98 -0.02
H 2.76 1.68 -1.37
H 0.08 1.08 1.07
H -0.70 -1.61 -0.03
H -2.19 1.03 -0.37
H -2.90 -0.91 1.55
H 2.92 -0.91 -1.29
H 1.36 -1.34 -2.06
H 1.65 -1.87 -0.44
*
```

HOMO in eV: -7.67
Energy above the lowest of the compared OMol25 structures with the same formula, charge and spin in kJ/mol: 277.8
LUMO energy in eV: 0.404
SMILES string: CC(C)=C/C=C/O
Orbital gap in hartree: 0.297